Molecular formula: C8H16N2O3
Method: DFT, the ωB97M-V functional and the def2-TZVPD basis

SMILES: CC(C)[C@H](N)C(=O)N[C@@H](C)C(=O)O
Highest occupied orbital energy, Ha: -0.3534
Electronic energy, Ha: -649.69841
Energy above the lowest of the compared OMol25 structures with the same formula, charge and spin, eV: 0.5575
Molecular weight, g mol⁻¹: 188.23

```
29
Properties=species:S:1:pos:R:3:forces:R:3
C 1.842707 1.510222 -0.962482 0.26 -0.24 -0.74
C 1.796297 0.689629 0.287696 -1.34 -1.11 0.72
C 3.048252 0.798390 1.154926 0.02 0.37 -1.11
C 1.389428 -0.836936 0.027312 2.09 1.04 -0.47
N 2.391254 -1.438490 -0.936495 -1.29 0.63 1.94
C -0.016508 -0.952495 -0.472329 -0.82 -0.50 -1.48
O -0.297472 -1.156490 -1.661703 0.61 0.52 1.05
N -1.018780 -0.864714 0.439467 -0.10 -0.29 1.00
C -2.356159 -0.610513 0.003525 -0.16 0.25 -1.26
C -3.409208 -1.231087 0.916460 0.22 0.02 -0.68
C -2.455072 0.895022 -0.312504 1.71 0.52 1.61
O -1.566414 1.681901 -0.034925 -0.94 -0.59 -0.28
O -3.577168 1.253094 -0.889366 -1.54 0.39 -0.26
H 2.689533 1.225094 -1.592713 -0.02 0.04 -0.06
H 0.921868 1.430280 -1.547856 0.10 0.02 0.08
H 1.978709 2.539645 -0.672081 0.03 0.48 -0.07
H 0.953697 1.102021 0.858820 0.07 -0.06 0.12
H 2.792337 0.506806 2.150403 0.18 -0.59 0.73
H 3.858379 0.195560 0.706270 -0.24 0.30 0.47
H 3.343643 1.857547 1.232352 0.09 -0.35 -0.20
H 1.457807 -1.355971 0.981369 0.12 -0.10 0.15
H 2.088981 -1.061084 -1.820000 0.02 -0.39 -0.61
H 2.161803 -2.423264 -0.887775 0.25 -0.18 -0.69
H -0.851633 -0.714797 1.431252 0.36 0.10 -0.54
H -2.448505 -1.032097 -1.003521 0.00 -0.33 0.18
H -3.335046 -0.854542 1.911863 -0.01 0.38 0.82
H -4.408382 -1.065722 0.542376 -0.25 0.25 -0.10
H -3.268392 -2.306270 0.956252 0.18 -0.13 -0.05
H -3.705967 2.219252 -0.806601 0.41 -0.44 -0.27
```
Forces are in eV/Å.

Now the Löwdin charges, all in e: C -0.08; C -0.40; C -0.07; C -0.25; N 0.07; C -0.44; O 0.05; N 0.09; C -0.28; C -0.02; C -0.48; O 0.10; O 0.14; H 0.08; H 0.08; H 0.08; H 0.12; H 0.06; H 0.09; H 0.08; H 0.14; H 0.06; H 0.07; H 0.16; H 0.15; H 0.07; H 0.08; H 0.09; H 0.15